(1)
{
  "formula": "C18H32Br12NO2",
  "method": "wB97M-V/def2-TZVPD",
  "homo_energy_ev": -11.244,
  "orbital_gap_ev": 8.05,
  "lumo_energy_ha": -0.11741,
  "charge": 1,
  "symbols": ["C", "C", "O", "O", "C", "C", "C", "C", "C", "C", "C", "C", "C", "C", "C", "N", "C", "H", "H", "H", "H", "H", "H", "H", "H", "H", "H", "H", "H", "H", "H", "H", "H", "H", "H", "H", "H", "H", "H", "H", "H", "H", "H", "H", "H", "C", "Br", "Br", "Br", "H", "C", "Br", "Br", "Br", "H", "C", "Br", "Br", "Br", "H", "C", "Br", "Br", "Br", "H"],
  "xyz": [[1.364605, 3.076413, -0.376972], [2.333222, 2.250096, 0.438777], [2.105905, 2.006825, 1.625399], [3.494163, 1.833590, -0.133816], [3.392254, 1.169552, -1.399180], [3.708073, -0.320199, -1.236267], [3.167234, -1.106516, -2.439498], [2.290273, -2.317453, -2.083925], [1.287019, -2.112176, -0.955093], [0.297657, -0.980129, -1.165187], [-0.679586, -0.875669, 0.019850], [-1.962108, -1.667829, -0.227325], [-2.957077, -0.921846, -1.098819], [-3.303509, 0.517982, -0.690220], [-4.794032, 0.717232, -1.070948], [-5.206249, -0.597658, -1.693255], [-4.331927, -1.595109, -0.976015], [0.366796, 2.715117, -0.154667], [1.442658, 4.122110, -0.106381], [1.529325, 2.989741, -1.444930], [2.409990, 1.265468, -1.846612], [4.136976, 1.606761, -2.056562], [3.334620, -0.681618, -0.287885], [4.791230, -0.388217, -1.224649], [4.007708, -1.474767, -3.020517], [2.607621, -0.461552, -3.115413], [2.905131, -3.188314, -1.873558], [1.725925, -2.573395, -2.982331], [1.803702, -1.972887, -0.009821], [0.722189, -3.042458, -0.862544], [0.840944, -0.036876, -1.214552], [-0.241338, -1.078755, -2.107263], [-0.179918, -1.214923, 0.921032], [-0.908022, 0.177102, 0.175048], [-2.450575, -1.898665, 0.717735], [-1.678135, -2.602051, -0.706188], [-2.747891, -0.966471, -2.167508], [-3.243763, 0.702931, 0.374888], [-2.768234, 1.260042, -1.267803], [-5.476413, 0.949716, -0.261942], [-4.987162, 1.482833, -1.814452], [-6.193274, -0.812483, -1.577995], [-5.028845, -0.536837, -2.693931], [-4.467871, -2.569357, -1.425399], [-4.660633, -1.523625, 0.055311], [-5.058106, 3.380264, -3.932130], [-3.302067, 3.898398, -3.344927], [-5.097696, 1.529668, -4.492787], [-6.388174, 3.739934, -2.593757], [-5.297521, 3.973496, -4.802486], [3.692175, -1.121958, 2.915234], [4.281411, -2.492853, 1.696723], [1.770738, -1.002206, 2.952125], [4.413524, -1.384781, 4.676492], [4.066600, -0.175647, 2.549633], [5.784077, -3.608631, 7.650522], [7.700265, -3.564898, 7.805626], [5.146530, -5.368053, 7.205496], [4.926582, -2.920499, 9.229411], [5.514514, -2.958339, 6.833117], [-2.098252, 3.748475, 2.288015], [-1.101998, 5.249957, 2.941907], [-2.522099, 3.947136, 0.412829], [-1.195236, 2.083926, 2.624860], [-3.033951, 3.720938, 2.825479]],
  "forces_ev_per_a": [[0.2, -0.6, -0.3], [-0.3, -0.4, 2.3], [0.8, 0.5, -2.4], [-0.7, 0.1, 0.3], [0.5, -0.6, 0.1], [0.1, 0.7, -0.7], [0.1, -0.5, 0.3], [-0.3, 0.2, -0.3], [-0.1, -0.4, -0.4], [0.2, 0.3, 0.7], [0.0, 0.2, -0.6], [0.6, 0.5, 0.0], [-1.2, -0.6, 0.3], [-1.0, 0.3, -0.6], [-0.2, 0.1, -0.5], [-0.2, 0.1, 0.6], [0.0, 0.8, -0.6], [-0.2, 0.1, 0.1], [0.1, 0.1, 0.2], [0.1, 0.1, -0.1], [-0.2, 0.3, 0.0], [-0.1, 0.3, -0.2], [-0.1, 0.0, 0.1], [0.2, -0.3, 0.3], [0.1, 0.0, -0.2], [-0.1, 0.2, 0.0], [0.2, -0.1, 0.2], [0.0, -0.1, -0.1], [0.0, 0.0, 0.2], [0.0, -0.1, 0.2], [0.1, 0.1, -0.2], [-0.1, -0.1, -0.2], [0.0, -0.1, 0.1], [-0.2, 0.1, 0.2], [-0.1, -0.1, 0.2], [-0.2, -0.3, 0.0], [0.6, 0.1, -0.1], [0.6, 0.0, 0.2], [0.6, 0.1, 0.3], [0.1, -0.3, 0.4], [0.3, 0.0, 0.0], [-0.1, 0.1, 0.0], [0.2, -0.2, -0.1], [0.1, -0.3, 0.1], [-0.1, -0.5, 0.2], [0.1, 0.1, 0.2], [0.0, -0.1, 0.0], [0.0, -0.1, -0.3], [0.0, 0.0, 0.0], [0.0, 0.0, -0.1], [0.0, 0.0, 0.0], [0.0, -0.1, 0.1], [0.0, -0.1, 0.1], [0.0, 0.1, 0.0], [-0.1, 0.1, 0.0], [0.0, 0.0, 0.1], [0.0, 0.0, 0.0], [0.0, 0.0, 0.0], [0.0, 0.0, 0.0], [0.0, 0.0, 0.0], [0.1, 0.0, 0.1], [0.0, -0.1, -0.1], [-0.1, 0.0, 0.0], [0.0, 0.0, 0.0], [-0.1, 0.0, 0.0]],
  "mulliken_charge": [-0.56, 0.67, -0.49, -0.37, -0.74, 0.32, -1.06, -1.03, 0.07, 0.55, 0.22, -1.53, 0.60, 0.22, 0.21, -0.09, -0.89, -0.09, 0.39, 0.35, 0.24, 0.35, -0.51, 0.63, 0.42, 0.46, 0.42, 0.36, -0.28, 0.44, -0.76, 0.38, -0.02, -0.14, 0.41, 0.41, 0.15, 0.08, 0.22, 0.45, -0.96, 0.32, 0.31, 0.38, 0.42, -0.35, 0.02, 0.00, 0.02, 0.39, -0.34, -0.01, 0.08, -0.06, 0.39, 0.51, 0.00, 0.00, 0.00, -0.54, -0.41, -0.01, -0.04, 0.00, 0.45]
}

(2)
{
  "formula": "C3H9INP",
  "method": "wB97M-V/def2-TZVPD",
  "homo_energy_ev": [-8.934, -8.976],
  "orbital_gap_ev": [7.01, 7.20],
  "lumo_energy_ha": [-0.07082, -0.06531],
  "charge": 0,
  "smiles": "CC(C)N(P)I",
  "symbols": ["C", "C", "C", "N", "P", "I", "H", "H", "H", "H", "H", "H", "H", "H", "H"],
  "xyz": [[0.811135, 0.122129, 1.365885], [-0.199536, -0.536670, 0.460160], [0.550650, -1.507475, -0.511076], [-0.973864, 0.374476, -0.372124], [-0.512550, 1.073215, -1.810502], [-2.515888, 1.788974, 1.172335], [0.370667, 0.987392, 1.757647], [1.046885, -0.701640, 2.065224], [1.704026, 0.527185, 0.996055], [-0.867396, -1.151943, 0.988516], [1.223035, -0.931389, -0.985449], [-0.201283, -1.861944, -1.336494], [1.129271, -2.296342, 0.061167], [-1.741300, 1.723869, -2.176891], [0.176149, 2.390165, -1.674453]],
  "forces_ev_per_a": [[-0.9, -1.9, 0.8], [1.6, 0.4, -2.2], [-3.1, -2.1, 0.7], [-1.0, 0.7, 0.4], [-0.3, 1.4, 0.1], [1.0, -0.8, -0.9], [-1.0, 0.9, 1.6], [0.1, 1.0, 0.4], [1.4, -0.1, -1.5], [-1.1, -0.4, 1.1], [2.6, 1.8, -1.9], [1.5, 0.0, 1.8], [-1.1, 0.6, -0.7], [0.5, -0.5, 0.1], [-0.3, -1.1, 0.3]],
  "mulliken_charge": [-1.14, 0.35, -1.45, -0.34, -0.05, -0.03, 0.32, 0.36, 0.31, 0.33, 0.51, 0.32, 0.37, 0.07, 0.06]
}

(3)
{
  "formula": "C4H2ClF2N",
  "method": "wB97M-V/def2-TZVPD",
  "homo_energy_ev": -10.747,
  "orbital_gap_ev": 11.00,
  "lumo_energy_ha": 0.00913,
  "charge": 0,
  "smiles": "N#C[C@@]1(F)[C@H](Cl)[C@@H]1F",
  "symbols": ["N", "C", "C", "F", "C", "Cl", "C", "F", "H", "H"],
  "xyz": [[2.015695, 1.617667, -1.438776], [1.502251, 0.880039, -0.697674], [0.590172, -0.055389, -0.029045], [1.095107, -0.594694, 1.070451], [-0.692170, 0.399812, 0.563820], [-1.046988, 0.580372, 2.160193], [-0.542958, -0.865485, -0.304116], [-0.427905, -2.168971, 0.268080], [-1.289989, 1.042826, -0.304230], [-1.203216, -0.836176, -1.288701]],
  "forces_ev_per_a": [[-0.7, -1.1, 1.6], [0.1, 0.2, -2.2], [1.7, 3.2, 1.7], [3.6, -1.5, 1.6], [-3.3, 1.2, -6.6], [-0.3, 0.3, 1.7], [-3.6, -3.0, -1.6], [-0.6, 2.0, -1.3], [1.3, -0.9, 3.0], [1.8, -0.4, 2.2]],
  "mulliken_charge": [-0.36, -0.19, 0.94, -0.27, -0.18, -0.13, -0.10, -0.27, 0.26, 0.29]
}

(4)
{
  "formula": "C4H9N3O",
  "method": "wB97M-V/def2-TZVPD",
  "homo_energy_ev": -7.397,
  "orbital_gap_ev": 8.02,
  "lumo_energy_ha": 0.02281,
  "charge": 0,
  "symbols": ["C", "C", "N", "H", "H", "H", "C", "N", "N", "C", "O", "H", "H", "H", "H", "H", "H"],
  "xyz": [[-2.624545, -0.448092, -1.292438], [-1.356309, 0.075600, -0.696895], [-1.059945, 0.584948, 0.358220], [-2.809337, 0.041434, -2.248969], [-3.471082, -0.280150, -0.625298], [-2.519775, -1.515964, -1.490468], [1.420350, -0.117211, -0.172144], [1.841165, -1.245940, 0.520986], [1.295433, 1.139221, 1.910149], [1.019097, 1.019635, 0.548328], [1.053929, -0.249168, -1.401930], [-0.200149, -0.231170, -1.359630], [2.463880, -1.070781, 1.298214], [2.138516, -1.998153, -0.081536], [0.931676, 0.356259, 2.443245], [0.952839, 2.003334, 2.305256], [0.924256, 1.936200, -0.015090]],
  "forces_ev_per_a": [[-0.2, 0.2, 0.1], [1.0, -0.7, -0.3], [0.4, 0.4, 0.2], [0.0, 0.0, 0.0], [0.0, 0.0, -0.1], [0.0, 0.1, 0.0], [-0.8, -0.4, -0.4], [0.0, 0.2, 0.0], [-0.1, -0.1, 0.0], [-0.3, 0.0, -0.3], [0.5, 0.2, 0.6], [-0.6, 0.3, 0.3], [-0.1, 0.0, -0.1], [0.0, 0.1, 0.0], [0.0, 0.0, 0.0], [0.0, -0.1, 0.0], [-0.1, 0.0, 0.0]],
  "mulliken_charge": [-1.10, 0.60, -0.57, 0.29, 0.33, 0.28, 0.24, -0.49, -0.60, 0.07, -0.61, 0.20, 0.24, 0.25, 0.24, 0.26, 0.37]
}

no.,DFT total energy (eV),maximum force (eV/A)
1,-865272.7080,2.54
2,-22133.6413,3.84
3,-23623.9000,7.47
4,-10809.4086,1.28